(P)
This record from the OMol25 dataset describes a single C6H10Cl2 molecule. The level of theory is wB97M-V/def2-TZVPD.

Each line ends with the Löwdin charge.
Positions of all 18 atoms, in Å:
C 0.63025 -1.90992 -0.13321  -0.11
C 0.90995 -0.43282 0.13919  -0.60
Cl 2.65889 -0.08386 -0.14446  0.63
C 0.12784 0.63067 0.15277  -0.39
C 0.73792 1.98333 0.00791  -0.10
C -1.34404 0.55634 0.45990  -0.65
C -1.70527 -0.39261 1.60944  -0.11
Cl -2.26673 -0.05981 -0.96303  0.61
H 1.23960 -2.53661 0.53743  0.08
H -0.40589 -2.05256 0.11884  0.04
H 0.71753 -2.14877 -1.20964  0.10
H 1.27702 2.04737 -0.94782  0.08
H -0.04314 2.71392 0.03807  0.07
H 1.41165 2.17076 0.83157  0.08
H -1.70258 1.52574 0.57050  0.06
H -2.45162 -1.15711 1.25908  0.07
H -2.06884 0.18757 2.46703  0.09
H -0.78029 -0.91771 1.74620  0.05

Summary:
M ... 153.05 g/mol
HOMO-LUMO gap ... 10.08 eV
Structure (SMILES) ... C/C(Cl)=C(/C)[C@H](C)Cl
E_LUMO ... 0.798 eV
E_HOMO ... -9.28 eV



(Q)
This record from the OMol25 dataset describes a single C6H10Cl2 molecule. The level of theory is wB97M-V/def2-TZVPD.

Each line ends with the Löwdin charge.
Positions of all 18 atoms, in Å:
C 2.37499 0.24669 0.21538  -0.09
C 1.17013 0.80529 -0.66243  -0.19
C -0.11855 0.08751 -0.26545  -0.35
C -0.01054 -1.37084 -0.25506  -0.07
C -1.28409 0.69427 0.08697  -0.68
Cl -1.52817 2.47121 -0.13022  0.60
C -2.39864 0.04439 0.76096  -0.60
Cl -3.73577 -0.24800 -0.43316  0.52
H 3.16472 0.92563 -0.08230  0.06
H 2.07087 0.39661 1.22262  0.06
H 2.80818 -0.80059 0.10825  0.09
H 1.30273 0.31202 -1.63439  0.11
H 1.23657 1.88379 -0.90208  0.10
H -0.22680 -1.72740 0.78594  0.10
H 0.92860 -1.64276 -0.69194  0.06
H -0.83027 -1.87529 -0.85271  0.11
H -2.03903 -0.89541 1.23294  0.08
H -2.88494 0.69289 1.49668  0.07

Summary:
M ... 153.05 g/mol
HOMO-LUMO gap ... 9.69 eV
Structure (SMILES) ... CC/C(C)=C(\Cl)CCl
E_LUMO ... 0.774 eV
E_HOMO ... -8.92 eV



Q: What are the energies relative to the best structure? A: (P) 0.0000; (Q) 0.0121, in hartree.